Computed, not measured: a molecular structure, H4N2O2Si at a distorted geometry, with ωB97M-V with the def2-TZVPD basis set.

Cartesian coordinates (Å):
N -0.689 -1.500 -1.144
N -2.612 0.425 0.200
O -2.865 1.228 -0.722
O -3.183 0.453 1.307
Si -1.523 -1.079 0.149
H -1.104 -1.209 -1.982
H -0.471 -3.117 2.674
H -1.527 -1.659 1.478
H -0.193 -3.053 3.417

## Properties
**Lowest unoccupied orbital energy**: -0.054 Eh
**Maximum force**: 2.71 eV/Å
**HOMO**: -0.3940 hartree
**Kohn-Sham gap**: 9.25 eV
**Electronic energy**: -15012.723 eV

Mulliken atomic charge list, values in e, 8 entries: -0.505 0.730 -0.501 -0.474 0.561 0.253 -0.174 -0.082